No. 1
This record from the Open Molecules 2025 dataset describes a 3-piece molecular cluster, C27H40ClF2N3O7S3 overall at a distorted geometry. The level of theory is ωB97M-V with the def2-TZVPD basis set.

Computed properties:
* highest occupied orbital energy: -8.4 eV
* gap between HOMO and LUMO: 8.64 eV

```
83
Properties=species:S:1:pos:R:3:forces:R:3
C 2.0259 2.8912 -2.8330 0.032 -0.480 -0.207
C 1.2016 1.7176 -2.3810 0.096 -0.136 -0.080
C 0.2927 1.1580 -3.2696 -0.219 -0.010 -0.109
C -0.5055 0.0907 -2.9019 0.155 -0.045 0.539
Cl -1.6404 -0.5991 -4.0050 -0.028 0.021 -0.155
C -0.3990 -0.4549 -1.6330 0.085 0.131 -0.164
C 0.4980 0.1113 -0.7429 0.289 -0.219 0.577
C 1.3018 1.1832 -1.0950 -0.024 0.126 -1.011
N 2.2187 1.8219 -0.1915 -0.856 -0.317 1.458
S 1.5013 3.2006 0.4944 -0.369 0.983 -1.396
O 2.3282 4.3311 0.2802 0.365 -0.182 0.305
O 0.1462 3.2655 0.0745 0.015 -0.261 0.316
F 1.5307 2.9290 2.0178 0.042 -0.405 0.260
C 2.8601 0.9707 0.7778 1.136 0.171 0.157
C 2.2392 -0.1305 1.3376 -0.971 -0.201 -0.395
C 2.8586 -0.9141 2.2971 0.509 0.146 0.093
C 4.1285 -0.5793 2.7186 -0.243 0.173 -0.241
C 4.7909 0.5176 2.1759 0.130 0.124 0.180
C 6.1811 0.8377 2.7033 -0.376 -0.788 0.145
C 6.1088 0.8740 4.2021 0.154 -0.006 -1.062
O 5.7080 1.7800 4.8130 -0.613 1.464 1.218
F 6.5096 -0.2284 4.8268 0.393 -0.987 0.161
C 4.1667 1.2890 1.1968 0.276 -0.151 -0.358
S 4.9682 2.6913 0.4546 -0.095 0.410 -0.259
S 0.5936 -0.5777 0.8766 -0.048 0.110 0.090
H 1.4824 3.8182 -2.6822 0.043 0.232 0.140
H 2.9913 2.9221 -2.3396 0.012 0.163 0.243
H 2.2159 2.7768 -3.8958 -0.031 0.133 -0.181
H 0.1796 1.5732 -4.2586 0.068 0.063 -0.123
H -0.9933 -1.3054 -1.3400 -0.070 -0.084 0.008
H 2.3715 -1.7740 2.7271 -0.225 -0.070 -0.060
H 4.6036 -1.1703 3.4855 0.101 -0.112 0.074
H 6.5070 1.8231 2.4068 0.147 0.077 -0.217
H 6.8516 0.0447 2.3810 0.315 0.168 -0.128
H 6.1930 2.1906 0.2241 -0.159 -0.317 0.174
C -1.0464 -6.9322 0.6403 0.142 0.000 0.064
O 0.2014 -7.4320 0.2008 -0.189 0.079 -0.039
C 0.2232 -7.8720 -1.1518 0.246 -0.171 -0.040
C 1.0131 -6.9288 -2.0365 -0.104 0.186 0.074
N 0.3248 -5.6573 -2.2183 0.154 0.013 0.105
C 1.1324 -4.5958 -2.8162 -0.215 -0.005 0.025
C 2.4115 -4.1501 -2.1112 0.099 0.108 -0.179
O 2.2089 -3.4576 -0.8931 0.034 -0.067 0.073
C 1.9607 -4.2750 0.2352 -0.094 0.263 -0.010
H -1.0004 -6.8492 1.7251 0.031 -0.019 -0.002
H -1.2582 -5.9376 0.2327 -0.098 -0.029 -0.046
H -1.8627 -7.6095 0.3751 -0.031 0.022 -0.021
H -0.7901 -8.0190 -1.5366 -0.036 0.104 0.015
H 0.7269 -8.8425 -1.1569 -0.037 -0.016 -0.007
H 1.1538 -7.3981 -3.0149 0.025 0.006 -0.010
H 2.0025 -6.8053 -1.5774 0.051 -0.111 -0.031
H -0.0154 -5.3356 -1.3229 -0.022 -0.013 0.026
H 0.4866 -3.7177 -2.9022 0.031 0.021 -0.059
H 1.3904 -4.8970 -3.8368 0.057 -0.017 0.007
H 2.9021 -3.4319 -2.7732 -0.004 0.016 0.017
H 3.1241 -4.9718 -1.9692 -0.087 -0.076 0.083
H 2.5174 -5.2142 0.1945 -0.052 -0.053 -0.045
H 0.8917 -4.4765 0.3430 0.019 -0.187 0.055
H 2.2748 -3.7237 1.1224 0.061 0.042 -0.055
C -6.6451 2.8765 2.4606 -0.051 0.009 -0.146
O -6.8196 3.9809 1.5959 0.088 -0.091 0.161
C -6.2108 5.1871 2.0415 -0.110 0.240 -0.160
C -4.9945 5.5451 1.2115 0.095 -0.219 0.010
N -3.8875 4.6291 1.4514 -0.097 0.016 -0.171
C -2.7815 4.7273 0.4972 -0.063 -0.128 0.225
C -3.0608 4.4878 -0.9840 0.183 0.111 -0.097
O -3.3771 3.1504 -1.3271 -0.058 0.031 0.029
C -4.7155 2.7599 -1.0962 0.134 -0.156 -0.068
H -7.3337 2.0972 2.1371 -0.015 0.026 -0.021
H -5.6282 2.4724 2.4118 0.021 0.010 0.111
H -6.8764 3.1408 3.4963 0.032 -0.011 0.025
H -5.9607 5.1340 3.1052 0.067 -0.089 -0.006
H -6.9546 5.9783 1.9119 -0.002 -0.001 0.041
H -4.6770 6.5593 1.4731 0.006 0.015 -0.026
H -5.3096 5.5523 0.1598 -0.066 0.111 0.000
H -4.2368 3.6810 1.4392 -0.013 -0.025 0.008
H -2.0317 3.9993 0.8048 0.050 0.033 -0.014
H -2.3226 5.7157 0.6050 -0.028 0.030 -0.049
H -2.1329 4.7094 -1.5170 0.011 -0.030 0.006
H -3.8179 5.1728 -1.3867 -0.104 -0.056 0.073
H -5.4180 3.5789 -1.2710 -0.012 0.037 0.073
H -4.8496 2.3679 -0.0840 -0.122 0.091 0.040
H -4.9472 1.9516 -1.7908 0.037 0.025 -0.032
```
Positions in Å, forces in eV/Å.

No. 2
This record from the Open Molecules 2025 dataset describes C27H40CoN2O9SSi as an isolated structure. The level of theory is ωB97M-V with the def2-TZVPD basis set.

Computed properties:
* charge: +1
* ΔE to the lowest compared entry with this formula, charge and spin: 7.1 kcal per mole
* highest occupied orbital energy (alpha / beta): -10.6 / -10.6 eV
* gap between HOMO and LUMO (alpha / beta): 7.20 / 3.80 eV
* expectation value of S²: 6.024
* 2S+1: 5

```
81
Properties=species:S:1:pos:R:3:forces:R:3
Co -0.1264 0.3687 0.4050 0.471 -0.474 0.121
C 2.7102 -1.9837 1.7168 -0.027 0.015 0.084
C 2.4830 -1.6398 0.2526 -0.049 -0.108 0.065
C 3.1912 -0.3525 -0.1262 0.035 0.071 -0.022
C 2.9264 -2.7905 -0.6361 0.027 -0.053 -0.007
O 1.0659 -1.3779 0.0322 -0.232 0.163 -0.198
Si -0.2600 -2.4257 -0.0908 0.029 -0.148 0.009
S -1.7899 -1.0238 -0.2955 -0.332 0.101 -0.032
O -0.2416 -3.2346 1.3184 0.131 -0.010 0.014
C -0.7628 -4.5241 1.7163 -0.104 0.091 -0.152
C -2.1575 -4.7041 1.1325 -0.019 -0.056 -0.074
C -0.8101 -4.4926 3.2322 -0.022 0.012 0.110
C 0.1867 -5.6037 1.2205 0.067 -0.021 0.004
O -0.1130 -3.5031 -1.2889 0.132 -0.072 0.000
C -0.3212 -3.4961 -2.7177 -0.050 0.077 0.088
C -1.7982 -3.7548 -2.9714 -0.036 0.005 -0.046
C 0.5316 -4.6297 -3.2609 0.050 -0.026 -0.017
C 0.1087 -2.1609 -3.3106 -0.012 0.005 -0.052
H 3.7705 -2.1748 1.8892 -0.005 0.005 -0.002
H 2.1413 -2.8692 1.9984 0.011 0.021 -0.026
H 2.3984 -1.1624 2.3637 0.021 -0.009 -0.017
H 4.2553 -0.4235 0.1019 -0.004 -0.004 -0.028
H 2.7815 0.4922 0.4363 0.017 -0.020 0.024
H 3.0706 -0.1399 -1.1895 -0.012 -0.006 0.013
H 3.9975 -2.9570 -0.5105 -0.009 0.018 0.002
H 2.7316 -2.5701 -1.6853 0.014 0.003 0.007
H 2.4055 -3.7134 -0.3750 0.006 0.035 0.001
H -2.8029 -3.8819 1.4407 -0.027 0.027 0.046
H -2.5972 -5.6409 1.4801 0.013 0.024 -0.002
H -2.1192 -4.7319 0.0399 0.010 -0.005 0.063
H -1.5028 -3.7228 3.5783 0.003 0.007 -0.025
H 0.1804 -4.2794 3.6381 -0.012 -0.008 -0.005
H -1.1451 -5.4542 3.6241 0.006 0.009 -0.005
H 0.2693 -5.5698 0.1344 -0.016 -0.001 -0.004
H -0.1754 -6.5910 1.5124 0.007 0.018 0.011
H 1.1796 -5.4606 1.6529 -0.012 -0.011 -0.001
H -2.0864 -4.7249 -2.5632 -0.003 0.018 0.003
H -2.0048 -3.7569 -4.0434 0.002 -0.011 0.020
H -2.4047 -2.9787 -2.5024 -0.001 -0.006 -0.012
H 0.2452 -5.5737 -2.7957 0.000 0.011 -0.003
H 1.5872 -4.4467 -3.0517 -0.015 -0.008 -0.008
H 0.4023 -4.7213 -4.3404 -0.002 0.004 0.011
H -0.5064 -1.3480 -2.9218 0.010 -0.009 -0.010
H 0.0010 -2.1893 -4.3963 -0.006 0.012 0.017
H 1.1549 -1.9547 -3.0801 -0.004 0.003 0.001
O -3.7696 -1.6040 2.6789 -0.070 -0.021 -0.072
C -3.9296 -0.5369 3.5988 0.131 -0.125 -0.038
N -3.4540 -0.9722 4.8771 0.118 -0.001 -0.118
C -2.1507 -1.0069 5.2950 -0.138 0.135 0.114
O -1.8235 -1.5681 6.3185 -0.005 -0.026 0.033
C -1.1073 -0.2387 4.5246 -0.084 -0.202 -0.087
C -0.2333 0.5647 5.2370 0.127 0.073 0.081
C 0.7973 1.2057 4.5657 -0.026 -0.047 0.036
C 0.9126 1.0153 3.2039 -0.019 -0.004 -0.041
N 0.0750 0.2373 2.5101 0.034 0.388 -0.029
C -0.9076 -0.3894 3.1614 -0.027 -0.047 -0.109
H -3.9813 -1.3183 1.7785 0.109 0.042 0.097
H -4.9783 -0.2534 3.6927 -0.048 -0.035 0.044
H -3.3613 0.3411 3.2875 0.008 0.060 -0.033
H -4.0543 -1.5879 5.4076 0.021 0.009 0.013
H -0.3548 0.6681 6.3078 -0.003 -0.023 -0.013
H 1.5041 1.8338 5.0889 -0.002 -0.004 -0.001
H 1.7073 1.4924 2.6401 -0.029 0.022 -0.007
H -1.5370 -1.0318 2.5579 -0.049 -0.021 0.030
O 0.5306 2.0782 -0.5707 -0.047 -0.167 0.326
C -0.2415 2.8180 0.1095 0.076 0.303 -0.349
O -1.0761 2.4089 0.9197 -0.066 0.036 0.183
C -0.0965 4.3059 -0.1135 0.094 -0.132 -0.511
C 0.3232 4.7515 -1.4250 -0.031 -0.298 0.285
C 0.4678 6.0712 -1.7500 -0.049 0.211 0.175
C 0.2025 6.9536 -0.7062 -0.052 -0.349 0.135
O 0.2629 8.2650 -0.7143 -0.002 0.454 0.080
C -0.1009 8.7441 0.5937 0.034 -0.430 -0.162
O -0.3720 7.5663 1.3671 -0.059 0.367 0.248
C -0.1969 6.5109 0.5991 0.088 -0.103 -0.357
C -0.3625 5.1719 0.9157 -0.058 0.227 0.001
H 0.5268 3.9838 -2.1598 -0.020 -0.040 0.049
H 0.7651 6.4133 -2.7302 0.002 0.014 0.014
H -1.0004 9.3481 0.5192 -0.059 0.016 -0.010
H 0.7367 9.2822 1.0279 0.055 0.010 0.018
H -0.6980 4.8229 1.8816 -0.004 0.018 0.007
```
Positions in Å, forces in eV/Å.

No. 3
This record from the Open Molecules 2025 dataset describes C27H40CuN2O9P2S2Si as an isolated structure at a distorted geometry. The level of theory is ωB97M-V with the def2-TZVPD basis set.

Computed properties:
* highest occupied orbital energy (alpha / beta): -6.6 / -6.6 eV
* gap between HOMO and LUMO (alpha / beta): 6.88 / 6.69 eV
* expectation value of S²: 0.753
* 2S+1: 2

```
84
Properties=species:S:1:pos:R:3:forces:R:3
Cu -0.3093 0.3958 0.2305 -0.275 1.169 -0.516
C 3.3551 -0.0260 3.1261 0.035 -0.046 0.009
C 2.4242 -1.0912 2.5644 -0.309 0.186 -0.069
O 2.8738 -2.4041 2.9126 0.161 -0.038 0.116
P 0.7262 -0.9209 3.3104 -0.010 -0.024 -0.201
O 0.9708 -0.5062 4.8379 0.022 -0.202 -0.039
O 0.2343 -2.4265 3.4457 -0.186 0.124 0.102
O -0.2684 -0.0504 2.6493 0.145 -0.043 0.054
P 2.2610 -0.9657 0.7338 0.239 -0.059 -0.054
O 3.8075 -0.8484 0.2883 -0.054 0.320 0.386
O 1.7182 -2.2691 0.2663 -0.097 -0.047 -0.043
O 1.5727 0.3526 0.4564 0.462 -0.573 0.155
H 3.4603 -0.1399 4.2044 0.019 -0.009 0.000
H 2.9631 0.9681 2.8994 -0.006 -0.015 0.003
H 4.3330 -0.1190 2.6572 0.002 -0.007 0.014
H 2.8038 -2.9397 2.1059 -0.072 -0.002 -0.053
H 0.9610 0.4487 4.9510 -0.041 0.185 0.060
H 0.9902 -3.0002 3.6425 0.151 -0.065 -0.091
H 3.9129 -1.1158 -0.6280 0.041 -0.109 -0.188
C 1.0086 -1.1456 -3.4547 -0.020 0.031 0.131
C 0.7373 0.3262 -3.2721 -0.065 0.124 0.103
C 1.0113 1.2110 -4.2996 -0.002 0.053 -0.002
C 0.7676 2.5687 -4.0774 0.029 -0.025 -0.087
C 0.3261 3.0004 -2.8563 -0.114 0.014 0.168
C 0.1094 2.0536 -1.8158 0.143 0.059 -0.130
N 0.2486 0.7260 -2.0889 0.103 -0.163 -0.183
N -0.1820 2.3643 -0.5480 -0.013 -1.021 0.225
Si -0.9665 3.7305 0.1079 0.004 0.156 0.006
C 0.1193 5.2596 0.0923 0.070 0.107 0.008
C -1.3911 3.3755 1.9066 -0.008 -0.205 0.038
C -2.5163 4.1412 -0.8694 -0.132 0.004 -0.067
H 0.2240 -1.6278 -4.0388 -0.069 -0.027 -0.015
H 1.0785 -1.6463 -2.4882 -0.006 0.008 0.007
H 1.9438 -1.2909 -3.9971 0.000 0.000 0.007
H 1.4112 0.8548 -5.2396 -0.007 0.002 0.004
H 0.9555 3.2872 -4.8675 -0.004 0.004 0.010
H 0.1732 4.0523 -2.6515 0.023 -0.022 -0.035
H 1.0651 5.0605 0.6038 -0.027 0.023 -0.020
H -0.3778 6.0889 0.6068 0.030 -0.022 -0.028
H 0.3494 5.5881 -0.9247 0.017 0.004 0.052
H -0.9144 4.0952 2.5770 -0.011 -0.011 -0.021
H -1.0516 2.3728 2.1846 -0.029 0.084 0.035
H -2.4696 3.4193 2.0868 0.040 0.013 -0.018
H -2.2628 4.6940 -1.7784 -0.043 -0.031 0.008
H -3.2214 4.7505 -0.2950 0.041 0.005 -0.022
H -3.0213 3.2181 -1.1681 -0.009 0.043 0.030
O -2.2371 0.7815 0.0878 -0.768 -0.476 0.171
S -3.3088 -0.3219 0.1100 0.344 0.383 -0.123
C -3.5058 -0.7328 1.8510 0.182 -0.130 0.104
C -4.2973 -2.0229 2.0608 0.097 -0.001 -0.054
C -3.8787 -3.2042 1.1729 0.088 0.048 0.069
C -2.4495 -3.7260 1.4048 -0.099 0.205 0.150
S -1.1305 -3.1677 0.3029 0.261 0.195 0.144
O -1.1146 -1.6665 0.4400 0.010 -0.349 -0.155
C -1.9473 -3.5017 -1.2514 0.002 0.068 -0.016
C -1.9204 -2.5041 -2.2077 -0.068 0.076 -0.101
C -2.5547 -2.7182 -3.4246 -0.031 -0.028 -0.048
C -3.2009 -3.9203 -3.6745 0.022 0.018 0.017
C -3.1977 -4.9263 -2.7140 0.035 0.031 -0.010
C -2.5642 -4.7219 -1.4986 0.022 -0.079 -0.056
C -4.8142 0.5671 -0.1791 0.042 0.178 -0.075
C -5.6285 0.1063 -1.2022 -0.055 -0.047 0.040
C -6.7762 0.8174 -1.5305 -0.018 0.007 0.038
C -7.0807 1.9851 -0.8482 0.014 -0.012 0.010
C -6.2436 2.4528 0.1613 -0.014 -0.013 -0.009
C -5.1033 1.7463 0.4985 -0.009 0.014 -0.018
H -3.9587 0.1300 2.3377 -0.029 -0.061 0.095
H -2.4757 -0.8260 2.2069 -0.061 0.041 -0.095
H -5.3628 -1.8341 1.9115 -0.007 -0.013 -0.040
H -4.1731 -2.3159 3.1063 -0.070 0.056 0.037
H -4.0225 -2.9533 0.1198 0.016 -0.061 0.019
H -4.5635 -4.0274 1.3800 -0.036 -0.021 0.001
H -2.4035 -4.8156 1.3591 0.013 0.020 0.025
H -2.0544 -3.4258 2.3800 -0.069 -0.085 0.049
H -1.4201 -1.5664 -2.0013 0.023 0.052 0.032
H -2.5399 -1.9378 -4.1755 -0.010 -0.012 0.009
H -3.7040 -4.0784 -4.6196 0.015 -0.009 -0.002
H -3.6891 -5.8701 -2.9110 -0.003 0.007 -0.001
H -2.5615 -5.5095 -0.7541 -0.005 0.025 -0.037
H -5.3595 -0.7960 -1.7414 -0.001 0.038 0.015
H -7.4213 0.4662 -2.3249 0.003 0.003 0.001
H -7.9686 2.5452 -1.1108 0.001 0.002 -0.001
H -6.4748 3.3771 0.6744 -0.007 -0.004 -0.011
H -4.4212 2.1230 1.2517 0.003 -0.018 -0.022
```
Positions in Å, forces in eV/Å.